{
  "formula": "C13H22N2O3S",
  "method": "wB97M-V/def2-TZVPD",
  "de_lowest_kcal_mol": 307.0,
  "charge": 0,
  "elements": ["C", "H", "H", "C", "N", "S", "O", "O", "C", "C", "C", "C", "C", "C", "H", "N", "H", "H", "O", "C", "C", "H", "H", "H", "C", "H", "H", "H", "H", "H", "H", "C", "C", "H", "H", "H", "H", "H", "H", "H", "H"],
  "xyz": [[5.414767, 0.606807, -0.244086], [5.487854, 0.412754, 0.738821], [5.809631, -0.220411, -0.864265], [4.045653, 1.053252, -0.816695], [2.934311, -0.001785, -0.616181], [2.435434, 0.058644, 1.220688], [2.856481, 1.241970, 1.933806], [2.868552, -1.071924, 1.657576], [0.650887, 0.241851, 1.008034], [-0.017746, -0.680395, 1.868667], [-1.497379, -0.337177, 1.836375], [-2.146548, 0.500957, 0.898104], [-1.236146, 1.116028, 0.127557], [0.148774, 1.268372, 0.340513], [0.752340, 1.825600, -0.392956], [-1.943112, 2.188734, -0.454934], [-1.266784, 2.842903, -0.802825], [-2.847004, 2.412660, -0.215710], [-3.312183, 0.621519, 0.899581], [-4.072799, -0.043883, -0.056181], [-4.028044, -1.619497, -0.179609], [-4.598226, -1.957671, -0.793697], [-2.953088, -1.837847, -0.018301], [-4.538009, -1.905959, 0.991731], [-5.485099, 0.578139, -0.431101], [-5.900402, 0.125468, 0.715600], [-6.001188, -0.191144, -1.044528], [-5.471207, 1.654358, -0.281128], [-3.602727, 0.200608, -0.975449], [-2.030425, -1.222997, 2.482931], [0.447344, -1.249320, 2.453111], [2.942312, -1.170476, -1.189798], [1.610718, -1.697357, -1.202950], [1.134685, -2.098361, -0.273196], [0.891965, -1.098646, -1.725972], [1.678773, -2.449787, -1.771111], [3.471454, -1.033289, -2.216174], [3.580750, -1.796835, -0.179424], [3.959240, 1.289452, -1.856869], [3.635096, 2.152773, -0.194216], [6.191080, 1.291896, -0.375736]],
  "forces_ev_per_a": [[-0.757, -0.303, -4.677], [-0.614, -1.121, 3.509], [-0.447, -0.188, 0.571], [-2.177, 1.302, 3.438], [0.218, 10.853, 4.870], [-4.212, 14.109, -8.009], [-0.004, 0.051, -1.039], [4.353, -14.508, 5.925], [3.130, -3.770, 3.952], [-7.627, 8.919, -6.948], [2.238, -5.827, 2.113], [13.752, -6.344, 4.270], [-1.235, 6.044, -0.623], [-1.643, -0.500, -3.108], [-0.275, 0.078, 0.744], [4.244, -0.581, -2.685], [-0.891, 0.808, -0.259], [-1.826, 0.663, 0.626], [-13.567, 1.848, 1.014], [-1.235, -0.718, -5.616], [5.680, 5.718, 14.194], [-6.054, -4.131, -7.813], [-0.847, -0.727, -0.924], [1.308, 0.176, -3.268], [0.480, -4.114, 7.280], [-0.121, 1.785, -2.793], [0.232, 1.727, -0.441], [-0.600, -0.102, -1.126], [1.375, 0.360, -1.160], [0.447, 2.871, -1.388], [3.310, -4.952, 4.723], [4.393, -4.005, 1.821], [-2.935, 1.931, 2.864], [0.818, 0.793, -0.437], [-0.396, 1.007, -0.004], [0.116, -6.493, -4.327], [-0.714, -0.991, 1.683], [-0.835, -0.165, -3.825], [0.695, 0.119, -0.673], [1.268, -3.509, -1.906], [0.956, 1.886, -0.544]],
  "nbo_charge": [-0.646, 0.220, 0.204, -0.207, -0.675, 2.333, -0.930, -0.952, -0.256, -0.234, -0.186, 0.238, 0.157, -0.272, 0.245, -0.829, 0.381, 0.389, -0.484, 0.099, -0.560, 0.177, 0.240, 0.162, -0.645, 0.181, 0.255, 0.247, 0.157, 0.211, 0.203, -0.209, -0.629, 0.219, 0.204, 0.207, 0.217, 0.141, 0.199, 0.211, 0.217]
}

{
  "formula": "C13H23BBrFN4O6P",
  "method": "wB97M-V/def2-TZVPD",
  "charge": 1,
  "elements": ["C", "O", "B", "O", "N", "C", "C", "N", "C", "C", "C", "C", "N", "C", "C", "O", "F", "C", "C", "C", "O", "C", "O", "N", "P", "O", "Br", "H", "H", "H", "H", "H", "H", "H", "H", "H", "H", "H", "H", "H", "H", "H", "H", "H", "H", "H", "H", "H", "H", "H"],
  "xyz": [[4.798031, -1.786250, 1.951457], [3.525557, -2.101556, 2.572916], [2.552815, -1.252890, 2.175317], [2.105078, -0.321608, 3.060533], [1.990397, -1.404046, 0.781801], [2.237532, -2.680336, 0.071313], [1.305298, -0.508567, 0.177707], [0.933883, 0.742943, 0.719365], [-0.504670, 1.008454, 0.316526], [-1.283388, 0.582719, 1.572153], [-1.583462, -0.904429, 1.636107], [-2.729626, -1.533459, 0.856656], [-0.926141, -1.681803, 2.366047], [-0.442745, 2.544502, 0.065037], [-1.742861, 3.256902, 0.331675], [-2.517398, 3.576344, -0.430710], [-1.942114, 3.507722, 1.632895], [-0.568760, 0.082245, -0.952352], [-1.105017, 0.681669, -2.269686], [-2.592033, 1.042659, -2.162313], [-3.365790, 0.246960, -3.066344], [-4.676442, 0.543083, -3.022389], [-5.099621, 1.569427, -2.720259], [0.777130, -0.556004, -1.118099], [1.782645, 0.055781, -2.429084], [1.981841, 1.685811, -2.108429], [3.857898, -0.748357, -2.139353], [4.625667, -1.347949, 0.955685], [5.388005, -1.097047, 2.550571], [5.300890, -2.733355, 1.772033], [2.354414, 0.578786, 2.814086], [1.498533, -3.417826, 0.388327], [2.150919, -2.583021, -1.001647], [3.213897, -3.092733, 0.301731], [1.612086, 1.386639, 0.312607], [-2.223143, 1.123975, 1.722572], [-0.665849, 0.837257, 2.430918], [-2.399256, -2.506072, 0.499273], [-3.104308, -0.894834, 0.059357], [-3.504998, -1.739757, 1.596025], [-0.226166, -1.115591, 2.857287], [0.271163, 2.925801, 0.798878], [-0.059976, 2.794069, -0.919729], [-1.198515, -0.804687, -0.875077], [-0.548222, 1.556967, -2.603573], [-1.001464, -0.087137, -3.038383], [-2.697859, 2.078195, -2.473978], [-2.975827, 0.944205, -1.142683], [-5.384572, -0.257970, -3.268365], [2.806546, 1.804174, -1.604399]],
  "forces_ev_per_a": [[-0.363, -0.601, -0.697], [0.299, 0.079, -0.618], [0.286, 0.082, 1.444], [0.110, 0.273, -0.474], [0.720, -0.733, -0.667], [-0.172, -0.834, -0.060], [-1.279, 1.976, -1.012], [0.834, -0.990, 1.160], [2.316, 0.182, -0.132], [-1.070, -0.099, -0.101], [-0.741, 0.113, -0.881], [0.350, 0.403, 0.551], [1.242, -0.231, 0.745], [-0.290, -0.212, 0.842], [3.040, -1.244, 2.263], [-3.533, 1.448, -3.650], [0.302, -0.047, 0.818], [-1.156, -0.187, -1.731], [-0.030, -0.195, 0.185], [0.415, 0.856, -0.653], [0.569, -1.220, 0.551], [0.160, -3.039, -1.111], [-1.431, 4.260, 1.493], [1.097, -0.779, 1.112], [-0.774, 0.628, -1.633], [0.665, -1.350, 0.752], [-0.353, 0.319, 0.493], [0.155, 0.100, 0.166], [-0.082, -0.136, 0.191], [0.267, 0.105, 0.274], [-0.618, 0.032, 0.202], [-0.071, 0.167, 0.222], [-0.047, 0.219, 0.066], [0.045, 0.292, 0.152], [-0.374, 0.349, 0.073], [0.011, 0.026, -0.395], [0.015, 0.111, -0.024], [-0.044, 0.044, -0.239], [-0.198, -0.170, 0.033], [-0.247, 0.149, -0.202], [0.004, -0.392, 0.251], [-0.080, 0.052, 0.005], [-0.204, -0.089, -0.121], [-0.148, 0.295, 0.827], [0.060, -0.023, 0.032], [-0.003, 0.061, -0.037], [-0.190, 0.095, 0.330], [-0.099, -0.017, -0.102], [0.733, -0.616, -0.442], [-0.099, 0.490, -0.250]],
  "nbo_charge": [-0.258, -0.720, 1.314, -0.895, -0.583, -0.426, 0.795, -0.695, 0.182, -0.512, 0.313, -0.689, -0.608, -0.557, 0.873, -0.479, -0.336, -0.074, -0.455, -0.086, -0.526, 0.645, -0.534, -0.802, 1.253, -0.993, -0.203, 0.161, 0.210, 0.216, 0.520, 0.246, 0.234, 0.244, 0.397, 0.253, 0.251, 0.246, 0.205, 0.261, 0.333, 0.246, 0.263, 0.251, 0.225, 0.258, 0.230, 0.179, 0.133, 0.498]
}

Computed F_max (eV/Å) in order:
16.76 5.28
Computed DFT total energy (Eh) in order:
-1241.47269 -4219.57406
Computed LUMO (eV) in order:
0.55 -4.32